Entry 1:
# C21H33N3O3S

An isolated molecule of C21H33N3O3S in a non-equilibrium geometry (wB97M-V/def2-TZVPD, the OMol25 dataset).

ΔE to the lowest compared entry with this formula, charge and spin	0.520	eV
E_tot	-43761.4865	eV
Kohn-Sham gap	8.86	eV
SMILES string	CS(=O)(=O)N1CCC[C@H](C(=O)NCCN2CCC(Cc3ccccc3)CC2)C1
HOMO	-0.3048	Ha

Geometry as XYZ:
```
61
Properties=species:S:1:pos:R:3:forces:R:3:mulliken_charge:R:1
C -0.423743 3.608990 -5.724240 0.70 -0.13 0.57 -1.02
H -1.219422 2.926254 -5.460627 -0.13 -0.14 0.03 0.32
H -0.114350 3.473758 -6.751290 0.06 -0.04 -0.20 0.33
H -0.719220 4.634722 -5.544383 0.03 0.18 0.08 0.39
S 0.991595 3.231299 -4.664735 -0.90 0.18 -0.67 1.09
O 2.081057 4.078264 -5.054195 0.10 -0.12 -0.26 -0.63
O 0.550849 3.282215 -3.297510 -0.17 -0.24 0.05 -0.62
N 1.270335 1.632351 -5.097835 -0.29 0.88 0.27 0.21
C 1.206359 0.708706 -3.987579 -0.18 -0.04 0.65 -1.53
H 0.318891 0.963003 -3.407460 0.05 -0.27 0.04 0.53
C 2.474441 0.805912 -3.127242 0.08 -0.48 -0.14 0.88
C 3.676814 0.449435 -3.998096 -0.02 0.18 0.11 -0.96
C 3.739054 1.409747 -5.184406 -0.12 -0.15 -0.01 -0.54
C 2.418530 1.410089 -5.956578 0.58 0.22 -0.41 -0.97
H 2.419924 2.205673 -6.702100 0.10 -0.18 -0.16 0.39
H 2.266946 0.448829 -6.458183 -0.04 0.08 -0.01 0.50
H 4.549670 1.130307 -5.858821 0.03 0.04 -0.02 0.42
H 3.922491 2.424014 -4.825369 0.09 -0.01 -0.06 0.35
H 4.593926 0.515125 -3.410928 0.01 -0.08 -0.02 0.44
H 3.574501 -0.582405 -4.340460 0.04 -0.05 0.05 0.28
C 2.309048 -0.109213 -1.921109 0.12 0.58 -0.28 -0.13
O 2.741165 -1.241369 -1.866212 0.10 -0.39 -0.07 -0.69
N 1.608470 0.475732 -0.924325 -0.30 0.21 0.29 -0.08
H 1.208808 1.387718 -1.089593 0.12 -0.01 -0.09 0.31
C 1.145762 -0.249265 0.234021 -0.30 -0.25 0.12 -0.71
H 1.782532 -1.130493 0.331302 -0.03 0.12 0.10 0.35
H 1.256425 0.383109 1.118727 0.05 -0.09 -0.01 0.29
C -0.330083 -0.674941 0.059724 0.31 0.08 -0.04 -0.92
N -0.949634 -1.324214 1.187262 0.03 0.02 0.03 0.21
C -0.349645 -2.586980 1.568554 -0.25 -0.23 -0.05 -0.67
C -1.312092 -3.345216 2.480140 0.36 0.15 0.13 -1.08
C -1.626968 -2.519460 3.727133 -0.38 -0.15 -0.23 0.62
C -2.154033 -1.155626 3.284748 0.42 0.12 0.15 -0.89
C -1.155522 -0.481228 2.347272 -0.32 0.00 0.06 -0.75
H -1.552984 0.480207 2.012890 0.06 0.03 0.01 0.45
H -0.216525 -0.294082 2.898880 -0.02 0.05 -0.02 0.33
H -3.097403 -1.289405 2.752963 -0.11 0.02 -0.02 0.27
H -2.331559 -0.518162 4.152558 -0.05 0.02 0.01 0.41
C -2.634791 -3.248404 4.629716 0.32 0.17 -0.01 -1.45
C -2.882733 -2.492447 5.902778 -0.13 -0.12 0.00 0.35
C -1.947489 -2.523967 6.930369 -0.02 0.00 -0.02 -0.24
C -2.149614 -1.804170 8.093833 0.08 0.02 0.07 -0.64
C -3.293796 -1.039612 8.247520 -0.03 0.07 0.09 -0.40
C -4.233254 -1.002537 7.231929 -0.07 0.09 0.05 -0.61
C -4.027332 -1.723507 6.068783 0.02 -0.04 0.00 -0.23
H -4.765359 -1.690878 5.279802 -0.07 -0.01 -0.09 0.35
H -5.129668 -0.410094 7.345796 -0.07 0.04 0.01 0.38
H -3.453283 -0.477490 9.155932 -0.01 0.04 0.07 0.37
H -1.413862 -1.840418 8.884304 0.05 -0.01 0.06 0.37
H -1.054609 -3.122871 6.817469 0.10 -0.08 -0.02 0.39
H -2.239040 -4.239621 4.864439 -0.06 -0.06 -0.03 0.45
H -3.571763 -3.376968 4.084376 -0.03 -0.06 -0.04 0.46
H -0.700684 -2.367464 4.293557 0.03 0.00 0.02 0.17
H -2.236573 -3.536873 1.933090 -0.06 -0.06 -0.05 0.32
H -0.871196 -4.304062 2.759133 -0.02 -0.08 0.03 0.41
H -0.158187 -3.167029 0.663180 0.08 0.01 0.01 0.45
H 0.609926 -2.444684 2.096292 0.02 -0.04 -0.05 0.36
H -0.923457 0.214799 -0.177241 0.02 -0.03 -0.07 0.36
H -0.387470 -1.357365 -0.794095 0.01 0.10 -0.06 0.32
H 2.563796 1.843009 -2.787527 -0.01 -0.10 0.06 0.45
H 1.098431 -0.304516 -4.385535 -0.01 0.04 -0.01 0.40
```
Positions in Å, forces in eV/Å.

***

Entry 2:
# C21H33N3O3S

An isolated molecule of C21H33N3O3S in a non-equilibrium geometry (wB97M-V/def2-TZVPD, the OMol25 dataset).

ΔE to the lowest compared entry with this formula, charge and spin	0.291	eV
E_tot	-43761.7155	eV
Kohn-Sham gap	9.53	eV
SMILES string	C[C@H](CCc1ccccc1)NC(=O)C1CCN(S(=O)(=O)N2CCCCC2)CC1
HOMO	-0.3243	Ha

Geometry as XYZ:
```
61
Properties=species:S:1:pos:R:3:forces:R:3:mulliken_charge:R:1
C 4.025397 2.014274 0.121516 -0.13 -0.16 0.15 -1.52
H 4.978636 1.522866 0.288642 0.13 0.04 -0.03 0.32
H 3.828998 2.686610 0.953329 0.00 0.08 0.07 0.41
H 4.094560 2.602325 -0.792467 0.04 0.08 -0.12 0.38
C 2.907884 0.983808 0.004743 0.09 -0.04 -0.09 0.14
N 1.640090 1.671051 -0.163849 0.34 0.11 -0.14 -0.17
C 0.546768 1.404391 0.582979 -0.14 0.63 -0.41 0.10
O 0.559244 0.599730 1.491987 -0.09 -0.38 0.42 -0.69
C -0.681754 2.206635 0.150770 -0.11 -0.01 0.13 0.15
C -1.244357 1.627365 -1.155474 0.02 -0.12 0.05 -1.00
C -1.863947 0.252828 -0.904991 0.24 0.05 -0.67 -1.39
N -2.905111 0.304222 0.099752 -0.88 0.47 -0.34 0.32
S -4.370533 0.953742 -0.433813 -0.51 -0.40 -0.07 1.27
O -4.808303 1.964412 0.479401 0.15 -0.13 0.31 -0.73
O -4.255566 1.282464 -1.823162 0.24 -0.25 -0.08 -0.74
N -5.466190 -0.276005 -0.335888 0.25 0.86 -0.18 0.02
C -5.333947 -1.355328 -1.286875 0.38 -0.30 -0.47 -0.98
C -4.452501 -2.489057 -0.761464 -0.29 -0.08 -0.01 -0.12
C -4.991716 -2.975621 0.581760 0.32 0.11 0.05 -0.91
C -5.038533 -1.804632 1.560759 -0.27 -0.09 -0.10 -0.11
C -5.900142 -0.681815 0.981138 0.08 0.05 0.66 -0.98
H -5.869802 0.211335 1.604842 -0.20 -0.14 0.13 0.42
H -6.940372 -1.018032 0.899205 0.04 0.06 0.00 0.37
H -5.455119 -2.121621 2.518232 0.03 0.04 0.05 0.41
H -4.026103 -1.435686 1.726614 0.03 -0.01 0.10 0.01
H -4.357110 -3.771018 0.976876 -0.07 -0.06 0.00 0.40
H -5.997637 -3.380928 0.446634 -0.06 -0.08 0.01 0.34
H -4.438384 -3.303517 -1.487724 0.05 0.01 -0.05 0.40
H -3.434382 -2.121744 -0.628017 0.06 -0.06 -0.05 0.01
H -4.925702 -0.916201 -2.196930 -0.15 -0.21 -0.11 0.43
H -6.339273 -1.736333 -1.500805 0.04 0.06 -0.02 0.38
C -2.424054 0.829341 1.363841 -0.02 0.26 0.68 -1.21
C -1.776930 2.206785 1.220746 0.19 -0.18 0.02 -1.55
H -1.354175 2.498878 2.183097 -0.04 0.05 0.01 0.47
H -2.551957 2.922437 0.940508 0.07 0.05 0.05 0.50
H -3.278997 0.896884 2.035872 0.16 -0.04 0.16 0.56
H -1.694384 0.120385 1.763616 -0.18 0.04 -0.04 0.74
H -2.312693 -0.124489 -1.824059 0.26 -0.09 -0.01 0.59
H -1.102210 -0.451618 -0.554056 -0.09 -0.04 -0.03 0.74
H -0.463518 1.542182 -1.914681 -0.03 0.04 -0.04 0.60
H -2.029845 2.283120 -1.535654 0.12 0.03 -0.06 0.42
H -0.358403 3.239487 -0.026258 0.00 -0.10 0.00 0.46
H 1.582281 2.346217 -0.909645 -0.12 0.02 0.08 0.38
C 3.131233 -0.004676 -1.152664 -0.10 -0.21 0.30 -0.57
H 3.654033 0.498017 -1.969067 -0.02 0.03 -0.11 0.45
C 3.907593 -1.260875 -0.736222 -0.01 0.18 -0.20 -1.33
C 5.321125 -0.963857 -0.325153 0.01 -0.21 0.06 0.38
C 6.275251 -0.639001 -1.282704 -0.02 -0.01 0.04 -0.06
C 7.574854 -0.343245 -0.914068 0.04 0.04 -0.08 -0.71
C 7.941283 -0.372099 0.421150 0.09 0.03 0.07 -0.41
C 7.001406 -0.701458 1.382336 0.07 0.04 0.08 -0.62
C 5.700829 -0.995187 1.010584 -0.02 -0.03 -0.07 -0.17
H 4.971562 -1.250468 1.765966 -0.10 -0.04 0.08 0.32
H 7.281581 -0.729981 2.425177 0.02 0.00 0.08 0.38
H 8.956217 -0.142595 0.710093 0.08 0.01 0.02 0.39
H 8.305233 -0.092694 -1.669698 0.06 0.01 -0.06 0.38
H 5.996068 -0.621474 -2.326913 -0.04 0.00 -0.12 0.40
H 3.377251 -1.745295 0.085372 -0.02 -0.06 -0.02 0.45
H 3.919953 -1.950089 -1.584673 -0.03 -0.06 0.07 0.41
H 2.153385 -0.322864 -1.523195 0.03 0.04 -0.03 0.29
H 2.810915 0.427689 0.942614 0.03 0.06 -0.12 0.38
```
Positions in Å, forces in eV/Å.

***

Entry 3:
# C21H33N6OS6Sr

A structure of composition C21H33N6OS6Sr (wB97M-V/def2-TZVPD, the OMol25 dataset).

ΔE to the lowest compared entry with this formula, charge and spin	0.530	eV
E_tot	-99155.2581	eV
Kohn-Sham gap	5.68	eV
total charge	-1
HOMO	-0.1264	Ha

Geometry as XYZ:
```
68
Properties=species:S:1:pos:R:3:forces:R:3:mulliken_charge:R:1
Sr 1.930146 1.016667 0.341242 -0.48 -0.20 -0.11 1.11
N 1.824723 -1.599371 1.279372 0.14 -0.14 -0.16 0.11
C 0.742149 -2.113808 2.108493 -0.16 0.11 -0.02 -1.09
C -0.444622 -1.153681 2.048407 0.10 -0.12 0.04 -0.37
N -0.083139 0.213318 2.403907 -0.13 0.01 -0.12 1.18
C -1.188823 1.129760 2.140407 0.02 0.15 0.09 -0.20
C -0.776941 2.600849 2.179504 -0.07 -0.21 -0.04 -1.03
N 0.212494 2.874044 1.146340 -0.17 0.35 -0.11 -0.13
C 0.427058 0.318272 3.771386 0.26 0.01 -0.05 -1.30
C 1.955909 0.417226 3.828943 -0.18 0.00 -0.02 -0.77
N 2.425385 1.411887 2.877996 0.17 0.04 0.54 -0.16
H 1.553182 -1.683547 0.301806 0.01 -0.15 -0.02 -0.16
H 2.691034 -2.108670 1.405355 0.01 0.02 0.08 0.18
H 1.090754 -2.221770 3.137717 0.03 0.01 -0.01 0.34
H 0.383289 -3.100976 1.788532 0.02 0.00 0.04 0.53
H -1.248080 -1.538846 2.701392 -0.01 -0.01 -0.03 0.26
H -0.818418 -1.146370 1.021675 -0.07 0.04 0.02 0.02
H -2.022125 0.974060 2.849528 -0.01 -0.02 -0.04 0.11
H -1.561302 0.920198 1.133274 -0.03 -0.05 0.02 -0.24
H -0.343298 2.847729 3.149967 -0.02 0.05 0.00 0.41
H -1.690505 3.200888 2.070863 0.02 0.01 0.04 0.55
H 0.633246 3.789833 1.261490 0.11 -0.07 0.08 0.20
H -0.241968 2.871362 0.234727 -0.15 0.09 0.07 -0.08
H 0.090976 -0.533956 4.378520 -0.05 0.03 0.03 0.38
H 0.017901 1.216143 4.237602 -0.06 -0.03 0.02 0.52
H 2.401399 -0.534644 3.544464 0.05 0.01 0.04 0.28
H 2.244685 0.628819 4.867649 0.02 -0.07 -0.01 0.47
H 3.422866 1.302281 2.697520 0.00 0.02 -0.01 0.15
H 2.284377 2.361123 3.205203 0.00 0.02 -0.09 0.11
C -4.514411 2.023084 -0.300996 0.08 0.02 -0.15 -0.77
C -3.824426 2.008589 -1.664797 0.01 -0.01 0.15 -0.85
N -3.193307 0.729359 -1.929526 0.25 -0.15 -0.10 0.26
C -4.071870 -0.315505 -2.447910 0.02 -0.05 -0.09 -0.66
C -4.059423 -0.334192 -3.975772 0.04 0.03 0.13 -1.19
C -1.834745 0.534946 -1.925350 -0.25 0.13 0.17 0.51
S -0.778174 1.855742 -1.759872 0.14 0.15 -0.08 -0.58
N -1.484982 -0.737853 -2.144954 -0.07 -0.26 -0.14 0.01
C -0.309334 -1.275619 -1.832344 -0.16 0.23 -0.11 -0.58
O 0.592247 -0.792064 -1.119674 0.19 0.03 0.10 -0.40
C -0.124088 -2.681069 -2.351533 0.15 -0.04 0.10 0.72
C 1.088862 -3.327132 -2.124689 -0.05 0.03 -0.03 -0.46
C 1.272908 -4.641344 -2.524617 0.03 -0.03 -0.01 -0.87
C 0.245800 -5.321106 -3.162143 -0.02 -0.04 0.00 -0.32
C -0.959528 -4.677869 -3.409671 0.02 -0.04 -0.02 -0.69
C -1.144509 -3.364544 -3.006845 0.02 0.01 0.00 -0.12
H -4.929529 3.012949 -0.102929 -0.03 -0.02 0.03 0.39
H -3.789795 1.785859 0.479367 -0.01 0.03 0.02 -0.03
H -5.323683 1.292217 -0.250092 0.00 0.00 0.02 0.34
H -3.053439 2.771235 -1.693544 0.01 0.06 -0.07 0.42
H -4.549525 2.222437 -2.456755 0.03 -0.02 -0.03 0.34
H -5.080758 -0.118058 -2.080697 0.02 0.03 0.04 0.42
H -3.748732 -1.276311 -2.057726 -0.07 -0.03 0.04 0.40
H -4.257779 0.667209 -4.362383 -0.05 -0.03 -0.06 0.42
H -4.812286 -1.018442 -4.370953 0.00 0.00 0.01 0.35
H -3.076371 -0.645375 -4.328981 -0.01 0.00 0.00 0.26
H 1.887689 -2.782033 -1.640400 0.01 -0.01 0.01 0.48
H 2.217202 -5.138546 -2.340378 0.00 0.03 0.00 0.40
H 0.382007 -6.352900 -3.462644 0.01 0.02 -0.02 0.37
H -1.756101 -5.209744 -3.915385 -0.02 0.03 0.01 0.39
H -2.080260 -2.854562 -3.186898 -0.01 0.03 0.02 0.32
S 9.218101 3.874114 0.078229 0.24 0.07 -0.03 -0.35
C 7.681790 3.283566 0.236143 -0.35 -0.11 0.00 0.08
S 6.265883 4.268907 0.229486 0.06 -0.35 0.05 -0.13
C 5.049638 3.008091 0.462255 0.52 0.00 -0.06 -0.01
C 5.542512 1.748893 0.556129 0.37 0.30 -0.06 0.09
S 4.693474 0.260383 0.820858 0.04 -0.48 -0.07 -0.60
S 7.297059 1.611795 0.414562 -0.17 0.31 0.03 -0.14
S 3.409532 3.546074 0.540146 -0.36 0.22 -0.08 -0.56
```
Positions in Å, forces in eV/Å.